7 unconnected molecules or ions with the total composition C32H61Cl13N4O3P in a non-equilibrium geometry, computed with wB97M-V/def2-TZVPD.

## Properties
Orbital gap ... 6.176 eV
Net charge ... +1
Total energy ... -8023.8499 hartree
Lowest unoccupied orbital energy ... -3.90 eV
HOMO energy ... -0.3702 Eh

Last column: Mulliken charge in e.
Cartesian coordinates (Å):
C -0.418 1.018 2.925  -0.140
C -0.105 1.738 1.486  0.219
P -1.237 1.201 0.045  -0.161
C -3.037 1.037 0.773  -0.717
C -0.762 -0.526 -0.656  -0.708
C 0.802 -1.016 -0.619  0.535
N 0.691 -2.434 -1.217  -0.487
C 1.553 -1.294 0.810  0.437
C 0.678 -2.185 1.886  -0.144
O 1.100 -3.384 2.306  -0.615
C 1.652 -0.260 -1.838  -0.114
C 3.285 -0.137 -1.901  -0.940
C 3.858 1.320 -2.386  0.090
C 3.740 2.512 -1.240  -0.736
C 3.117 3.911 -1.908  0.345
N 1.681 4.098 -1.468  -0.200
C 0.866 4.905 -2.458  0.531
C 0.823 6.543 -2.545  -0.924
O 0.069 4.236 -3.333  -0.505
N 0.651 0.133 -2.691  1.037
C 0.841 0.869 -3.999  0.053
C 1.745 -0.060 -5.002  -0.549
C 0.995 -0.146 -6.478  -0.466
Cl 0.053 -1.784 -6.448  -0.196
C -0.801 -0.210 -2.298  -1.058
O -1.658 0.985 -2.356  -0.474
C -1.551 -1.300 -3.279  -0.285
C -3.063 -1.572 -2.696  0.058
N -4.095 -2.168 -3.383  -0.649
H -0.455 1.883 3.745  0.318
H 0.427 0.252 3.251  -0.297
H -1.449 0.469 2.995  -0.033
H 1.000 1.650 1.112  -0.417
H -0.302 2.904 1.649  0.579
H -3.835 1.000 -0.113  0.323
H -3.148 0.132 1.507  0.145
H -3.312 2.029 1.377  0.290
H -1.473 -1.419 -0.332  0.570
H -0.013 -3.003 -0.698  0.265
H 1.628 -2.891 -1.267  0.338
H 2.559 -1.910 0.624  0.491
H 1.893 -0.320 1.386  -0.533
H -0.323 -1.748 2.345  0.153
H 3.706 -0.354 -0.813  0.253
H 3.775 -0.945 -2.630  0.393
H 5.031 1.173 -2.558  0.495
H 3.437 1.705 -3.412  -0.324
H 3.182 2.181 -0.266  0.168
H 4.844 2.816 -0.902  0.388
H 3.711 4.867 -1.528  0.354
H 3.197 3.888 -3.080  -0.476
H 1.273 3.124 -1.469  0.008
H 1.379 6.952 -3.501  0.189
H -0.323 6.840 -2.686  0.327
H 1.184 7.102 -1.582  0.314
H -0.206 1.025 -4.537  0.509
H 1.298 1.962 -3.875  -0.289
H 2.824 0.389 -5.042  0.349
H 1.813 -1.129 -4.523  0.362
H 1.856 -0.204 -7.294  0.365
H 0.258 0.774 -6.673  0.314
H -2.088 1.020 -3.280  0.542
H -1.627 -0.824 -4.359  0.426
H -0.912 -2.305 -3.359  0.264
H -3.308 -1.202 -1.590  0.205
H -3.693 -2.390 -4.333  0.279
Cl -2.869 -3.480 3.988  -0.163
C -1.527 -4.651 3.983  0.032
C -1.793 -5.826 3.056  -0.429
Cl -3.100 -6.875 3.657  -0.179
H -1.360 -4.980 5.014  0.361
H -0.636 -4.110 3.651  -0.199
H -0.897 -6.449 2.979  0.337
H -2.062 -5.492 2.049  0.261
Cl 4.497 0.560 6.565  -0.197
C 3.186 -0.601 6.240  -0.475
C 3.230 -1.134 4.817  0.081
Cl 2.822 0.117 3.616  -0.141
H 2.233 -0.106 6.456  0.357
H 3.309 -1.424 6.949  0.285
H 2.497 -1.937 4.698  0.224
H 4.217 -1.535 4.567  -0.078
Cl -4.196 1.754 3.621  -0.122
C -5.427 0.758 4.436  -0.541
C -5.532 -0.633 3.832  -0.140
Cl -6.217 -0.602 2.187  -0.191
H -6.381 1.291 4.390  0.376
H -5.129 0.684 5.487  0.326
H -6.197 -1.254 4.439  0.384
H -4.557 -1.127 3.783  -0.050
Cl -12.751 -1.493 1.351  -0.177
C -11.087 -1.027 0.922  -0.450
C -10.050 -1.824 1.697  -0.266
Cl -10.038 -1.407 3.429  -0.187
H -10.980 0.049 1.094  0.315
H -10.972 -1.213 -0.150  0.293
H -9.049 -1.605 1.313  0.139
H -10.220 -2.901 1.609  0.328
Cl 6.227 5.285 -5.431  -0.179
C 4.881 5.808 -6.474  -0.409
C 3.532 5.658 -5.788  -0.577
Cl 3.082 3.950 -5.555  -0.084
H 4.927 5.231 -7.403  0.319
H 5.059 6.859 -6.717  0.321
H 2.750 6.110 -6.404  0.418
H 3.521 6.148 -4.809  0.225
Cl 4.759 -4.360 6.495  -0.168
C 5.493 -5.266 5.149  -0.464
C 6.578 -4.468 4.444  -0.462
Cl 5.916 -3.082 3.542  -0.166
H 4.694 -5.556 4.459  0.286
H 5.920 -6.177 5.577  0.344
H 7.092 -5.102 3.715  0.315
H 7.323 -4.089 5.150  0.323

Atoms 1-6, force components in eV/Å:
0.6 0.4 1.1
-0.4 -0.1 1.4
-0.1 1.4 1.1
-0.6 0.2 0.2
1.5 -0.5 -1.3
0.3 -2.8 0.5



A molecular structure, C11H17O6P2STc, computed with wB97M-V/def2-TZVPD.

## Properties
2S+1 ... 2
Orbital gap (spin up / spin down) ... 8.138 / 7.967 eV
Energy relative to the best compared isomer or geometry (same formula, charge and spin) ... 0.0 kcal/mol
Net charge ... +1
Total energy ... -2042.3132 hartree
Lowest unoccupied orbital energy (spin up / spin down) ... -5.38 / -5.54 eV
HOMO energy (spin up / spin down) ... -0.4966 / -0.4962 Eh

Last column: Löwdin spin population.
Cartesian coordinates (Å):
Tc -0.273 -1.372 -1.478  0.873
C 1.079 -2.377 1.594  -0.002
P -0.167 -1.254 0.919  -0.015
C -1.675 -1.672 1.816  -0.002
C 0.241 0.441 1.403  -0.001
C 0.496 0.772 2.731  0.000
C 0.771 2.087 3.069  0.000
C 0.782 3.076 2.093  0.001
C 0.527 2.755 0.770  -0.001
C 0.260 1.435 0.418  0.000
P -0.071 0.951 -1.292  0.014
C 1.173 1.717 -2.355  0.004
C -1.651 1.695 -1.767  0.006
H 1.008 -2.366 2.682  -0.001
H 2.074 -2.064 1.293  0.000
H 0.881 -3.388 1.237  0.000
H -1.453 -1.599 2.882  -0.001
H -1.978 -2.689 1.571  0.000
H -2.481 -0.990 1.560  0.000
H 0.488 0.013 3.503  0.000
H 0.976 2.344 4.100  0.000
H 0.992 4.100 2.367  0.000
H 0.541 3.535 0.019  0.000
H 1.099 2.802 -2.285  0.000
H 0.991 1.416 -3.387  0.000
H 2.169 1.406 -2.049  0.000
H -1.596 2.778 -1.649  0.000
H -2.451 1.298 -1.143  0.000
H -1.865 1.443 -2.805  0.000
O 2.771 -0.437 -0.484  0.000
C 2.680 -1.324 -1.279  0.016
O 1.506 -1.917 -1.603  0.067
H 3.523 -1.764 -1.821  0.000
O -3.712 -2.514 -2.624  -0.002
S -2.404 -2.269 -2.176  0.006
O -1.458 -3.370 -1.946  0.018
O -2.250 -1.435 -0.877  0.016
O -1.543 -1.262 -3.010  0.004

Atoms 1-6, force components in eV/Å:
0.5 -0.4 0.1
0.0 0.1 0.0
-0.1 0.0 0.0
0.0 0.0 0.0
0.0 0.1 -0.1
0.0 0.0 -0.1



A molecular structure, C30H48Cl2HgN3O7Si in a non-equilibrium geometry, computed with wB97M-V/def2-TZVPD.

## Properties
Orbital gap ... 4.500 eV
Energy relative to the best compared isomer or geometry (same formula, charge and spin) ... 46.9 kcal/mol
Net charge ... -1
Total energy ... -3226.1896 hartree
Lowest unoccupied orbital energy ... 0.53 eV
HOMO energy ... -0.1459 Eh

Last column: Mulliken charge in e.
Cartesian coordinates (Å):
C -1.539 -0.726 -4.780  -1.566
C -0.674 -1.308 -3.694  0.751
H -1.838 -1.523 -5.478  0.436
H -0.974 -0.011 -5.399  0.033
H -2.454 -0.242 -4.422  0.349
C 0.273 -2.206 -4.013  0.563
C 0.677 -2.567 -5.406  -1.664
H 0.786 -2.824 -3.271  0.178
H 1.155 -1.729 -5.938  0.229
H -0.165 -2.931 -6.018  0.429
H 1.406 -3.386 -5.341  0.377
Hg 0.223 2.496 -4.747  0.949
Cl 1.941 1.662 -6.022  -0.518
C 1.664 -1.926 1.659  0.308
O 2.821 -2.047 1.230  -0.862
N 1.114 -2.735 2.599  0.271
C 1.942 -3.768 3.204  -0.995
C -0.315 -2.805 2.879  -0.659
H 0.969 -1.124 1.326  0.238
H 2.989 -3.437 3.189  0.290
H 1.858 -4.714 2.638  0.297
H 1.583 -3.936 4.231  0.311
H -0.790 -1.860 2.605  -0.024
H -0.449 -3.003 3.952  0.402
H -0.783 -3.612 2.299  0.217
H 1.664 2.441 5.447  0.319
H -0.027 3.470 6.227  0.287
C 1.672 2.789 4.412  -0.714
C -0.248 4.102 5.357  -0.910
N 0.468 3.575 4.202  0.324
H 1.686 1.939 3.724  0.101
C 0.140 3.967 2.946  -0.136
O 0.831 3.750 1.953  -0.613
H -1.326 4.110 5.140  0.332
H -0.842 4.498 2.913  0.311
H 2.567 3.402 4.254  0.276
H 0.051 5.138 5.583  0.315
H 3.355 -0.495 -4.406  0.110
H 3.331 -3.157 -2.301  0.280
C 4.058 -0.570 -3.563  -0.873
C 3.813 -2.300 -1.799  -0.606
N 3.376 -1.030 -2.371  0.393
H 4.478 0.431 -3.393  0.252
C 2.546 -0.121 -1.796  -0.531
O 2.398 1.010 -2.271  -0.660
H 3.618 -2.359 -0.721  0.094
H 2.018 -0.444 -0.884  0.757
H 4.852 -1.282 -3.798  0.362
H 4.892 -2.426 -1.967  0.418
O -0.343 0.073 -1.563  -0.039
C -0.992 -0.913 -2.186  -0.266
C 0.373 -2.685 -1.035  1.499
C -0.901 -2.175 -1.250  0.367
H 1.235 -2.103 -1.405  -1.076
C 0.533 -3.968 -0.503  -0.787
H -2.061 -0.631 -2.278  0.252
C -2.012 -2.800 -0.701  -0.556
H 1.541 -4.379 -0.413  0.402
C -0.595 -4.683 -0.101  -0.827
C -1.857 -4.077 -0.151  -0.743
H -2.963 -2.272 -0.779  0.445
H -0.489 -5.713 0.243  0.317
H -2.738 -4.594 0.214  0.381
Si -0.508 3.260 -1.637  1.084
Cl -1.827 2.211 -3.410  -0.478
C 1.141 3.088 -0.780  -0.233
C -1.880 3.819 -0.471  -0.817
C -0.186 4.633 -2.970  -1.395
H 1.209 2.126 -0.267  -0.458
H 1.270 3.885 -0.018  0.642
H 1.981 3.135 -1.492  0.399
H 0.453 4.432 -3.875  0.330
H 0.411 5.401 -2.463  0.326
H -1.134 5.033 -3.358  0.392
H -2.533 3.006 -0.105  0.232
H -2.541 4.542 -0.991  0.432
H -1.420 4.291 0.424  0.107
O -3.363 1.088 0.661  -0.888
C -3.400 0.864 1.915  0.845
C -4.652 0.822 2.623  -0.821
C -4.715 0.397 3.929  -0.249
C -3.574 -0.010 4.628  -0.980
C -2.335 0.087 4.003  -0.370
C -2.199 0.595 2.708  0.136
C -0.860 0.726 2.065  0.048
O 0.188 0.635 2.703  -0.740
O -0.852 0.917 0.746  0.265
H -1.828 0.904 0.408  0.041
H -5.564 1.089 2.102  0.392
H -5.674 0.380 4.437  0.355
H -3.668 -0.375 5.654  0.364
H -1.462 -0.234 4.570  0.440

Atoms 1-6, force components in eV/Å:
0.1 -0.1 -0.5
0.8 -0.6 1.1
0.0 0.2 0.1
-0.2 0.0 0.0
0.3 -0.1 0.1
-0.4 0.1 0.1